Entry from the OMol25 dataset: a 11-piece molecular cluster, C38H106N8O14 overall in a non-equilibrium geometry (ωB97M-V/def2-TZVPD).

<S²> = 0.75
Relative energy (zero: lowest compared OMol25 entry of this formula, charge and spin) = 0.00 kcal per mole
2S+1 = 2
Net charge = -1
DFT total energy = -81701.85110 eV

Geometry (Å):
C1 -20.02002 -2.41680 23.35175
C2 -19.16585 -3.57047 23.91818
C3 -19.99779 -4.59856 24.69400
O1 -21.26566 -4.91951 24.02327
C4 -21.98938 -5.93754 24.68212
N1 -18.46170 -4.20300 22.81141
H1 -20.44213 -1.87489 24.19807
H2 -20.78834 -2.68816 22.62777
H3 -19.34429 -1.79369 22.76588
H4 -18.44984 -3.13543 24.61544
H5 -20.22487 -4.18902 25.67828
H6 -19.46372 -5.51789 24.93425
H7 -22.81248 -6.23504 24.03241
H8 -22.51169 -5.67726 25.60275
H9 -21.40923 -6.82418 24.93786
H10 -18.58203 -5.19413 22.96397
H11 -19.12427 -4.15625 22.05054
C5 -14.08336 -9.60503 14.68824
C6 -15.34206 -9.36042 15.46585
C7 -16.55064 -9.01800 14.66126
O2 -17.69162 -8.63748 15.43391
C8 -18.77039 -8.24890 14.59270
N2 -15.58900 -10.49614 16.29686
H12 -13.18223 -9.82781 15.25958
H13 -13.85738 -8.77182 14.02281
H14 -14.11909 -10.53975 14.12867
H15 -15.11148 -8.52399 16.12564
H16 -16.84705 -9.74882 13.90885
H17 -16.25861 -8.14330 14.08011
H18 -18.56229 -7.41148 13.92671
H19 -19.58871 -7.87077 15.20544
H20 -19.06110 -9.05985 13.92490
H21 -15.69985 -11.37939 15.81971
H22 -16.48795 -10.41424 16.74995
C9 -20.09987 -12.93197 19.85330
C10 -19.76357 -11.77196 18.97229
C11 -20.97204 -11.09889 18.27111
O3 -21.62659 -12.03512 17.36978
C12 -22.72164 -11.63319 16.59897
N3 -19.04345 -10.70591 19.70592
H23 -20.79610 -12.61045 20.62789
H24 -19.20893 -13.28676 20.37142
H25 -20.50242 -13.79748 19.32702
H26 -19.08785 -12.13447 18.19765
H27 -20.76493 -10.09591 17.89796
H28 -21.66206 -10.84992 19.07731
H29 -23.00045 -12.34695 15.82377
H30 -22.56642 -10.66429 16.12437
H31 -23.60469 -11.53776 17.23079
H32 -19.78321 -10.40133 20.32243
H33 -18.91848 -9.88872 19.12570
C13 -18.52084 -8.66244 26.45251
C14 -19.74059 -9.66890 26.56457
C15 -20.93616 -9.17235 27.43635
O4 -20.48762 -8.82827 28.72687
C16 -20.27391 -9.84891 29.70810
N4 -20.12408 -10.10056 25.22805
H34 -18.67834 -7.75663 25.86700
H35 -17.63484 -9.13619 26.02983
H36 -18.35403 -8.31606 27.47245
H37 -19.22997 -10.43388 27.14953
H38 -21.76065 -9.88524 27.44696
H39 -21.28927 -8.28841 26.90523
H40 -19.98014 -9.34129 30.62685
H41 -19.61994 -10.64396 29.34986
H42 -21.24149 -10.19824 30.06844
H43 -20.63824 -9.35341 24.78361
H44 -20.84050 -10.78532 25.42285
C17 -20.52147 -7.74411 22.13274
C18 -19.09198 -7.93177 21.85741
C19 -18.63173 -7.09711 20.61110
O5 -18.82580 -7.94491 19.55517
C20 -18.46238 -7.31639 18.33282
N5 -18.38729 -7.51575 23.03436
H45 -21.13146 -8.15940 21.33053
H46 -20.78368 -6.69218 22.24593
H47 -20.78309 -8.30332 23.03103
H48 -18.78634 -8.96112 21.67000
H49 -17.56040 -6.91036 20.68518
H50 -19.18422 -6.16109 20.52925
H51 -17.44828 -6.91762 18.35908
H52 -19.22813 -6.59881 18.03816
H53 -18.54733 -8.07461 17.55436
H54 -17.40437 -7.65399 22.84764
H55 -18.68487 -8.19316 23.72186
C21 -15.68729 -5.48274 11.81697
C22 -17.10300 -5.34148 12.30013
C23 -17.22602 -5.03116 13.85677
O6 -18.51179 -4.62712 14.22590
C24 -18.73642 -4.36370 15.63618
N6 -17.80141 -4.33545 11.48175
H56 -15.15928 -6.31285 12.28628
H57 -15.13905 -4.56699 12.03813
H58 -15.69158 -5.65084 10.74002
H59 -17.55395 -6.31217 12.09397
H60 -16.48378 -4.34294 14.26117
H61 -17.03487 -6.00479 14.30798
H62 -18.63345 -5.30867 16.16958
H63 -19.76375 -4.00997 15.72333
H64 -18.09384 -3.56970 16.01665
H65 -17.33572 -3.47521 11.73319
H66 -17.52953 -4.52546 10.52778
C25 -21.80501 -5.88262 16.26836
C26 -22.78894 -7.07957 16.40144
C27 -23.58177 -7.04657 17.77829
O7 -24.21661 -8.28120 18.17568
C28 -25.04100 -8.13290 19.29430
N7 -23.65633 -7.09874 15.27669
H67 -21.19536 -5.61057 17.12999
H68 -22.33526 -5.01369 15.87862
H69 -21.09541 -6.08072 15.46505
H70 -22.20608 -7.99897 16.34597
H71 -24.26939 -6.20172 17.73942
H72 -22.97341 -6.76675 18.63835
H73 -25.59079 -9.07050 19.37635
H74 -25.79160 -7.35326 19.16445
H75 -24.50413 -7.86080 20.20306
H76 -24.45368 -7.71590 15.33544
H77 -23.17413 -7.36395 14.42979
C29 -13.29669 -10.05040 23.05051
C30 -13.88465 -9.10833 24.09404
C31 -15.30328 -8.52640 23.78268
O8 -15.35115 -7.90546 22.43193
C32 -14.71215 -6.68554 22.19331
N8 -13.84934 -9.95533 25.34329
H78 -12.26606 -10.39125 23.14911
H79 -13.38968 -9.58230 22.07054
H80 -13.92873 -10.93791 23.01972
H81 -13.19997 -8.26716 24.20247
H82 -15.64674 -7.84969 24.56509
H83 -16.09087 -9.27976 23.76745
H84 -15.06800 -6.11476 21.33561
H85 -13.64111 -6.86363 22.09709
H86 -14.87486 -6.00204 23.02664
H87 -12.96320 -10.37328 25.58854
H88 -14.46812 -10.74971 25.26469
C33 -14.74322 -9.26366 19.34142
C34 -15.57302 -10.30613 20.08642
O9 -16.27973 -11.17821 19.27480
O10 -13.75333 -9.93125 18.46656
H89 -14.23786 -8.69651 20.12311
H90 -15.43912 -8.65605 18.76294
H91 -16.41109 -9.82434 20.59002
H92 -14.99563 -10.94988 20.74999
H93 -17.21643 -11.07119 19.45572
H94 -14.26070 -10.34715 17.76569
C35 -23.34023 -3.58000 21.62143
C36 -23.94616 -4.93733 21.12231
O11 -25.05393 -5.42174 21.89616
O12 -24.21121 -2.45430 21.63498
H95 -22.50614 -3.25252 21.00082
H96 -23.09590 -3.75545 22.66910
H97 -23.18466 -5.71079 21.02238
H98 -24.36440 -4.86502 20.11834
H99 -25.76536 -4.78887 21.77390
H100 -24.61257 -2.47591 22.50679
C37 -17.23278 -12.72328 22.19644
C38 -18.31387 -11.84839 23.00035
O13 -17.99908 -11.94952 24.34368
O14 -17.35784 -14.09652 22.58031
H101 -16.21404 -12.38569 22.38700
H102 -17.19772 -12.62460 21.11148
H103 -19.37426 -12.05468 22.85509
H104 -18.24527 -10.79108 22.74443
H105 -18.58397 -11.35201 24.81536
H106 -17.09649 -14.22146 23.49557